1.
Formula: C12H38F3N4O11S
Source: OMol25
Level of theory: the ωB97M-V functional and the def2-TZVPD basis

XYZ file:
```
69
Properties=species:S:1:pos:R:3:mulliken_charge:R:1
N 1.247 6.052 3.315 -0.638
H 1.449 5.930 2.333 0.403
H 0.580 5.485 3.819 0.400
H 1.095 7.033 3.497 0.372
H 2.147 5.786 3.689 0.388
N 4.166 0.513 1.782 -0.499
H 4.790 -0.270 1.646 0.372
H 4.534 1.079 2.533 0.364
H 3.383 0.259 2.367 0.371
H 3.939 1.127 1.013 0.379
N -1.935 1.419 -0.385 -0.589
H -2.542 1.221 -1.168 0.352
H -1.175 2.054 -0.579 0.369
H -1.606 0.610 0.124 0.399
H -2.474 1.908 0.316 0.386
N -4.940 0.487 5.756 -0.513
H -5.738 0.114 5.262 0.372
H -4.092 -0.014 5.532 0.368
H -5.053 0.412 6.757 0.378
H -4.757 1.453 5.525 0.387
C -4.720 6.151 1.588 -0.507
O -4.474 4.924 2.130 -0.884
H -5.668 6.553 1.946 0.162
H -3.990 6.890 1.917 0.138
H -4.820 6.065 0.506 0.162
C 1.608 5.265 -2.839 -0.413
O 1.966 4.634 -1.610 -0.883
H 2.498 5.653 -3.334 0.167
H 1.187 4.456 -3.436 0.074
H 0.848 5.963 -2.488 0.156
C -0.027 -3.526 5.769 -0.027
O -0.541 -3.130 7.081 -0.329
O 0.132 -2.343 5.156 -0.941
C 1.198 -4.566 5.723 0.782
F 1.678 -4.614 4.485 -0.294
F 2.259 -4.328 6.485 -0.309
F 0.802 -5.691 6.036 -0.264
C -0.978 -4.189 7.929 -0.429
C -0.165 -4.359 9.282 -1.031
H 0.192 -3.376 9.586 0.276
H -0.919 -4.781 9.946 0.348
H 0.644 -5.083 9.182 0.257
H -1.145 -5.165 7.473 0.322
H -2.009 -3.850 8.036 0.426
H -0.844 -4.105 5.339 0.218
C -0.255 1.938 -8.037 -1.345
C -1.757 1.919 -8.340 0.382
C -2.223 0.513 -8.744 -0.352
O -2.619 0.088 -7.504 -0.365
C -3.103 1.163 -6.727 0.694
O -3.867 1.130 -5.776 -0.579
O -2.582 2.210 -7.233 -0.331
H 0.284 1.431 -8.838 0.361
H 0.062 1.295 -7.216 0.344
H 0.202 2.907 -7.834 0.352
H -2.016 2.622 -9.132 0.274
H -1.433 -0.134 -9.126 0.294
H -2.956 0.491 -9.550 0.269
C 4.478 -4.857 -5.683 -0.216
C 4.732 -5.791 -4.484 -0.251
O 3.659 -5.548 -3.601 -0.339
S 2.960 -4.054 -3.840 1.122
O 3.891 -3.047 -3.263 -0.559
O 1.519 -3.945 -3.660 -0.504
O 3.300 -4.157 -5.412 -0.316
H 4.350 -5.425 -6.604 0.300
H 5.375 -4.239 -5.720 0.260
H 5.726 -5.768 -4.039 0.271
H 4.539 -6.848 -4.663 0.232
```

Values from the calculation:
Gap between HOMO and LUMO in Eh: 0.0962
HOMO energy in eV: -6.9039
LUMO in eV: -4.29
DFT total energy in eV: -60507.177
Total charge: +1


2.
Formula: C2H4Cl2S
Source: OMol25
Level of theory: the ωB97M-V functional and the def2-TZVPD basis

XYZ file:
```
9
Properties=species:S:1:pos:R:3:mulliken_charge:R:1
C -1.372 0.088 -0.328 -0.874
C -0.442 0.088 0.832 0.391
S 3.010 -0.472 -0.265 -0.328
Cl -0.634 -1.231 1.934 -0.162
Cl 1.087 0.697 0.737 -0.039
H -1.146 -0.703 -1.045 0.278
H -2.380 -0.083 0.049 0.309
H -1.339 1.052 -0.835 0.296
H 3.217 0.566 -1.079 0.130
```

Values from the calculation:
Gap between HOMO and LUMO (spin up / spin down) in Eh: 0.2678 / 0.3014
HOMO energy (spin up / spin down) in eV: -8.4404 / -8.7864
ΔE to the lowest compared entry with this formula, charge and spin in kJ/mol: 291.40
LUMO (spin up / spin down) in eV: -1.15 / -0.59
DFT total energy in eV: -38016.004


3.
Formula: C15H40NO18S5
Source: OMol25
Level of theory: the ωB97M-V functional and the def2-TZVPD basis

XYZ file:
```
79
Properties=species:S:1:pos:R:3:mulliken_charge:R:1
N -0.891 0.595 0.299 0.672
O -0.284 -0.480 0.502 -0.513
O -0.278 1.543 -0.264 -0.375
O -2.079 0.715 0.627 -0.664
O -0.758 -7.677 -1.087 -0.619
S -0.909 -7.088 0.192 1.166
O -0.458 -7.746 1.363 -0.631
O -0.187 -5.691 0.094 -0.248
C 0.155 -5.036 1.343 -0.435
C 0.841 -3.730 0.948 -0.721
C -2.601 -6.595 0.384 -0.639
H 0.808 -5.680 1.925 0.435
H -0.754 -4.799 1.900 0.347
H 0.098 -3.111 0.442 0.053
H 1.660 -3.935 0.257 0.159
H 1.240 -3.135 1.768 0.418
H -2.754 -6.299 1.415 0.315
H -3.217 -7.414 0.027 0.405
H -2.741 -5.757 -0.298 0.014
O 4.541 2.520 2.178 -0.699
S 3.626 1.706 1.451 1.219
O 3.353 2.021 0.087 -0.585
O 4.226 0.243 1.522 -0.358
C 3.506 -0.782 0.795 0.564
C 4.342 -2.043 0.781 -1.481
C 2.109 1.572 2.326 -0.373
H 3.320 -0.440 -0.218 0.025
H 2.542 -0.982 1.268 0.060
H 5.305 -1.907 0.289 0.407
H 3.820 -2.797 0.183 0.364
H 4.466 -2.472 1.774 0.342
H 2.375 1.344 3.356 0.418
H 1.498 0.806 1.850 -0.074
H 1.646 2.552 2.274 0.107
O -4.986 0.301 -4.143 -0.673
S -4.181 0.250 -2.979 1.269
O -4.775 0.447 -1.715 -0.648
O -3.506 -1.179 -2.996 -0.430
C -2.782 -1.525 -1.798 0.480
C -2.755 -3.016 -1.645 -1.390
C -2.769 1.305 -3.181 -0.778
H -3.260 -1.062 -0.935 0.460
H -1.765 -1.120 -1.846 -0.225
H -2.142 -3.315 -0.797 0.169
H -2.382 -3.528 -2.538 0.386
H -3.767 -3.418 -1.522 0.397
H -2.343 1.403 -2.179 0.123
H -3.101 2.244 -3.603 0.523
H -2.055 0.758 -3.790 0.236
O -0.930 2.112 3.484 -0.512
S -1.306 3.471 3.474 1.117
O -2.345 3.946 4.325 -0.675
O 0.036 4.250 3.791 -0.228
C -0.052 5.669 4.016 -0.237
C 0.806 6.033 5.189 -1.348
C -1.642 3.972 1.833 -0.725
H -1.083 6.012 4.121 0.443
H 0.308 6.162 3.104 0.309
H 0.402 5.649 6.126 0.308
H 0.925 7.115 5.261 0.378
H 1.798 5.592 5.077 0.317
H -0.955 3.479 1.144 0.027
H -1.531 5.055 1.739 0.429
H -2.681 3.738 1.616 0.393
O 2.237 2.567 -4.656 -0.658
S 0.896 2.556 -4.221 1.154
O -0.162 2.946 -5.075 -0.630
O 0.522 1.106 -3.750 -0.226
C 1.487 0.293 -3.037 0.214
C 1.349 -1.125 -3.550 -1.379
C 0.799 3.457 -2.729 -0.602
H 1.231 0.344 -1.977 -0.069
H 2.503 0.670 -3.132 0.577
H 0.390 -1.560 -3.265 0.189
H 2.105 -1.753 -3.071 0.374
H 1.504 -1.209 -4.625 0.364
H 1.549 3.084 -2.031 0.109
H -0.197 3.310 -2.320 0.130
H 1.039 4.496 -2.948 0.484
```

Values from the calculation:
Gap between HOMO and LUMO in Eh: 0.3114
HOMO energy in eV: -6.2479
ΔE to the lowest compared entry with this formula, charge and spin in kJ/mol: 0.00
LUMO in eV: 2.22
DFT total energy in eV: -108722.822
Total charge: -1


4.
Formula: C7H12N3O3
Source: OMol25
Level of theory: the ωB97M-V functional and the def2-TZVPD basis

XYZ file:
```
25
Properties=species:S:1:pos:R:3:mulliken_charge:R:1
C 1.367 0.619 -0.316 0.405
C 2.226 1.780 -0.235 0.379
C 1.842 -2.717 0.105 0.696
C 0.978 -3.917 -0.150 -0.881
C -1.322 1.167 1.161 -1.274
C -0.004 0.646 -0.935 -0.562
C -1.107 0.189 0.042 -0.196
N 4.522 2.013 0.236 -0.053
N 2.000 -0.513 -0.275 -0.487
N 1.730 3.010 -0.183 -0.366
O 2.769 -2.547 0.857 -0.449
O 3.442 1.508 0.274 0.048
O 1.312 -1.645 -0.622 -0.040
H 0.848 -4.179 -1.289 0.292
H 0.040 -3.630 0.384 0.239
H 1.457 -4.951 0.219 0.314
H -2.366 0.912 1.575 0.324
H -0.586 1.245 1.884 0.409
H -1.386 2.187 0.813 0.268
H -0.303 1.591 -1.383 0.413
H 0.058 -0.251 -1.732 0.273
H -2.010 0.054 -0.408 0.541
H -0.821 -0.797 0.470 0.095
H 0.785 3.369 0.024 0.292
H 2.349 3.612 0.385 0.318
```

Values from the calculation:
Gap between HOMO and LUMO (spin up / spin down) in Eh: 0.2766 / 0.2827
HOMO energy (spin up / spin down) in eV: -14.0873 / -13.7140
ΔE to the lowest compared entry with this formula, charge and spin in kJ/mol: 904.69
LUMO (spin up / spin down) in eV: -6.56 / -6.02
DFT total energy in eV: -18050.967
Total charge: +1


5.
Formula: C3H5N3
Source: OMol25
Level of theory: the ωB97M-V functional and the def2-TZVPD basis

XYZ file:
```
11
Properties=species:S:1:pos:R:3:mulliken_charge:R:1
C 1.573 -0.231 0.046 -0.769
N 0.397 -0.952 -0.381 -0.503
C -0.661 -0.247 -0.269 0.663
N -0.640 1.032 0.225 -0.431
C -1.952 -0.854 -0.599 0.167
N -2.982 -1.320 -0.842 -0.371
H 2.423 -0.927 0.094 0.278
H 1.796 0.614 -0.629 0.360
H 1.411 0.323 1.086 0.197
H 0.198 1.142 0.857 0.157
H -1.562 1.420 0.412 0.251
```

Values from the calculation:
Gap between HOMO and LUMO in Eh: 0.3937
HOMO energy in eV: -10.0381
ΔE to the lowest compared entry with this formula, charge and spin in kJ/mol: 132.10
LUMO in eV: 0.67
DFT total energy in eV: -7661.086
SMILES: C/N=C(\N)C#N


6.
Formula: C5H6ClP
Source: OMol25
Level of theory: the ωB97M-V functional and the def2-TZVPD basis

XYZ file:
```
13
Properties=species:S:1:pos:R:3:mulliken_charge:R:1
C -0.616 -1.076 0.473 -0.316
C 0.014 0.184 0.695 -0.051
C -0.817 -1.665 -0.723 -0.604
C 1.210 0.679 -0.140 -0.578
C -0.121 1.506 -0.032 0.076
P -0.329 -1.277 -2.335 -0.075
Cl -0.166 2.917 0.975 -0.196
H -0.910 -1.529 1.398 0.326
H 0.220 0.374 1.814 0.341
H -1.191 -2.584 -0.586 0.391
H 2.035 0.703 0.584 0.268
H 1.436 0.272 -1.178 0.133
H -0.765 1.496 -0.946 0.286
```

Values from the calculation:
Gap between HOMO and LUMO (spin up / spin down) in Eh: 0.2434 / 0.2496
HOMO energy (spin up / spin down) in eV: -7.6578 / -8.1948
ΔE to the lowest compared entry with this formula, charge and spin in kJ/mol: 305.32
LUMO (spin up / spin down) in eV: -1.03 / -1.40
DFT total energy in eV: -27088.924